Record 1
The following is a DFT calculation (ωB97M-V with the def2-TZVPD basis set) of a cluster of 2 separate species, C3H13NSi2 in total.

Each line ends with the natural charge from an NBO analysis.
Element x y z (Å)
C  0.6023  -0.8660  -0.0257  -0.399
C  0.9466  1.2320  1.1091  -0.426
C  -2.7201  -0.3535  -0.8462  -1.110
N  -0.0326  0.4323  0.3523  -0.846
Si  -1.8088  0.3941  0.6441  1.281
Si  3.5988  0.6598  -1.6247  0.526
H  1.1826  -1.4084  0.7894  0.177
H  -0.2428  -1.4539  -0.3434  0.198
H  1.4432  -0.6272  -0.6640  0.172
H  1.9210  1.3543  0.5172  0.198
H  0.6134  2.2601  1.2540  0.202
H  1.2236  0.9112  2.2088  0.167
H  -3.7857  -0.4216  -0.6068  0.243
H  -2.5375  0.2533  -1.7373  0.249
H  -2.2817  -1.3307  -1.1638  0.241
H  -1.6931  -0.5621  1.8603  -0.178
H  -2.1007  1.8742  0.6181  -0.162
H  3.6311  0.7260  -3.1905  -0.258
H  3.6927  -0.7211  -1.0910  -0.275

The largest force on an atom is 0.0505 hartree/bohr. For the frontier orbital gap, the calculation gives 7.0 eV. The value obtained for the energy above the lowest of the compared OMol25 structures with the same formula, charge and spin is 4.973 eV. The value obtained for the HOMO energy is -0.2962 Eh.



Record 2
The following is a DFT calculation (ωB97M-V with the def2-TZVPD basis set) of a structure of composition C4H6O3Tb.

Each line ends with the Mulliken spin population.
Element x y z (Å)
H  1.6890  2.3838  0.2924  0.181
O  -0.1011  0.2550  -0.9074  -0.005
Tb  3.4050  1.2939  0.5960  5.749
O  1.7551  -0.4271  0.1077  0.007
C  0.6224  -0.5929  -0.2947  0.070
O  -0.1586  -1.6538  0.2160  -0.004
C  0.3809  -2.6585  0.7552  0.002
C  -1.4008  0.6861  -0.6131  0.005
C  -1.5436  2.0114  -0.4398  -0.005
H  -0.2385  -3.5595  0.7934  0.000
H  1.4436  -2.6252  1.0261  -0.002
H  -2.4953  2.3282  -0.0077  0.001
H  -2.0503  -0.1023  -0.2392  0.000
H  -1.3078  2.6608  -1.2849  0.000

The expectation value of S² is 12.713. The largest force on an atom is 0.0764 hartree/bohr. For the frontier orbital gap (alpha / beta), the calculation gives 6.2 / 6.3 eV. The spin multiplicity is 7. Its total charge is +3. The value obtained for the energy above the lowest of the compared OMol25 structures with the same formula, charge and spin is 0.143 eV. The value obtained for the HOMO energy (alpha / beta) is -0.7528 / -0.7529 Eh.



Record 3
The following is a DFT calculation (ωB97M-V with the def2-TZVPD basis set) of a cluster of 2 separate species, C3H6N2OS in total.

Each line ends with the natural charge from an NBO analysis.
Element x y z (Å)
H  -0.3350  -0.7216  2.3578  0.366
N  0.0258  -0.7524  1.4086  -0.731
C  -0.5315  0.1306  0.6806  0.613
C  -0.1488  0.4571  -0.7429  -0.704
O  -1.4951  1.0596  1.0829  -0.734
H  0.5930  -0.2778  -1.0013  0.230
H  0.2412  1.4827  -0.8945  0.246
H  -1.0897  0.1853  -1.1987  0.228
H  -1.8687  1.7201  0.5358  0.501
N  2.5634  -1.3447  0.4343  -0.645
C  3.0627  -0.3465  0.0669  0.235
S  3.8142  0.9758  -0.2870  -0.056
H  1.6811  -1.7464  0.5620  0.451

The largest force on an atom is 0.0810 hartree/bohr. For the frontier orbital gap, the calculation gives 9.8 eV. The value obtained for the energy above the lowest of the compared OMol25 structures with the same formula, charge and spin is 1.829 eV. The value obtained for the HOMO energy is -0.3387 Eh.



Record 4
The following is a DFT calculation (ωB97M-V with the def2-TZVPD basis set) of a cluster of 13 separate species, C44H123N9O17 in total.

Each line ends with the Mulliken spin population.
Element x y z (Å)
C  -0.8061  0.1419  0.1446  0.002
C  0.2520  -0.5326  1.0402  -0.006
O  -0.0694  -0.1999  2.3867  0.005
O  -0.6722  -0.1456  -1.2749  0.003
H  -0.7044  1.2001  0.3852  -0.003
H  -1.7796  -0.2679  0.4140  0.000
H  1.2676  -0.2424  0.7714  0.000
H  0.2401  -1.6097  0.8736  0.001
H  0.2624  -0.8768  2.9812  0.001
H  -0.5183  -1.0895  -1.3583  -0.001
C  5.0095  -1.9175  0.4552  -0.001
C  6.4382  -1.4852  0.7197  0.001
O  7.1476  -2.5646  1.3943  0.002
O  4.1806  -1.9504  1.6066  0.001
H  5.1042  -2.9549  0.1342  0.000
H  4.5470  -1.4054  -0.3885  0.000
H  6.5549  -0.5485  1.2648  0.000
H  6.8913  -1.3553  -0.2631  0.000
H  6.8711  -2.5731  2.3136  0.000
H  3.8790  -1.0543  1.7727  0.004
C  2.9414  1.1910  2.6391  -0.012
C  3.2856  2.2499  3.7373  0.004
O  3.9526  1.6392  4.7715  0.004
O  4.0578  0.7307  1.9373  0.000
H  2.2670  1.6102  1.8923  0.000
H  2.5054  0.2837  3.0570  0.014
H  2.4166  2.8568  3.9916  0.000
H  3.9829  2.9663  3.3031  -0.001
H  4.8641  1.9317  4.8437  0.000
H  4.2749  1.3213  1.2122  0.000
C  -2.3341  3.1840  4.7986  0.000
C  -1.5241  2.1051  3.9762  0.000
O  -0.4740  2.6318  3.2027  0.000
O  -1.5578  3.7386  5.8402  0.000
H  -3.1914  2.6441  5.2007  0.000
H  -2.5629  3.9976  4.1103  0.000
H  -2.1386  1.4846  3.3238  0.000
H  -1.0471  1.4910  4.7400  0.000
H  -0.1458  1.8224  2.8043  0.000
H  -0.8561  4.3098  5.5193  0.000
C  4.9824  0.6942  -5.0880  0.000
C  4.2506  0.6588  -3.7884  0.000
C  3.0635  -0.2594  -3.7963  0.000
O  2.0271  0.3580  -4.5042  0.000
C  0.8874  -0.4767  -4.7242  0.000
N  5.2138  0.1184  -2.8215  0.000
H  5.9059  1.2555  -4.9459  0.000
H  4.4243  1.2834  -5.8155  0.000
H  5.2106  -0.2869  -5.5046  0.000
H  3.9289  1.6118  -3.3682  0.000
H  2.6636  -0.4316  -2.7971  0.000
H  3.3477  -1.1747  -4.3155  0.000
H  1.1657  -1.3300  -5.3427  0.000
H  0.0234  -0.0321  -5.2181  0.000
H  0.5822  -0.9016  -3.7680  0.000
H  6.1114  0.5681  -2.9325  0.000
H  5.3726  -0.7860  -3.2422  0.000
C  1.7364  -3.3183  -0.8567  0.000
C  0.9092  -3.3934  -2.1165  0.000
C  1.0147  -4.8244  -2.6531  0.000
O  0.4380  -4.8646  -4.0052  0.000
C  0.6373  -6.0916  -4.6215  0.000
N  -0.4908  -3.0159  -1.7761  -0.001
H  2.7883  -3.5946  -0.9285  0.000
H  1.1864  -3.8749  -0.0978  0.000
H  1.7248  -2.2648  -0.5774  0.000
H  1.2750  -2.7806  -2.9404  0.000
H  0.5173  -5.5774  -2.0418  0.000
H  2.0738  -5.0817  -2.6461  0.000
H  0.0737  -6.0002  -5.5501  0.000
H  0.2985  -6.8647  -3.9319  0.000
H  1.7076  -6.2819  -4.7010  0.000
H  -0.9109  -3.7547  -1.2303  0.000
H  -0.9695  -3.1014  -2.6613  0.000
C  2.4987  2.5704  -1.0540  0.000
C  3.8349  3.2140  -0.7562  0.000
C  3.8469  4.1977  0.4146  0.000
O  5.2186  4.7287  0.6795  0.000
C  5.3486  5.4681  1.8388  0.000
N  4.7153  2.0919  -0.4708  0.000
H  1.7392  3.3383  -1.2006  0.000
H  2.1716  1.9468  -0.2219  0.000
H  2.4315  2.0088  -1.9857  0.000
H  4.1508  3.6954  -1.6816  0.000
H  3.4457  3.7799  1.3379  0.000
H  3.2643  5.0977  0.2180  0.000
H  4.4427  5.8478  2.3113  0.000
H  6.0204  6.3008  1.6302  0.000
H  5.7872  4.8535  2.6249  0.000
H  5.6442  2.3994  -0.2204  0.000
H  4.7306  1.4539  -1.2536  0.000
C  -0.4027  5.0869  0.5124  0.000
C  -1.5430  5.7769  -0.1780  0.000
C  -1.8823  7.2334  0.4004  0.000
O  -2.3413  7.3146  1.8500  0.000
C  -2.8504  8.6264  2.1487  0.000
N  -1.4294  5.7509  -1.5978  0.000
H  -0.5669  5.1203  1.5895  0.000
H  0.4444  5.7531  0.3488  0.000
H  -0.2890  4.0523  0.1888  0.000
H  -2.5072  5.3081  0.0186  0.000
H  -2.6421  7.6526  -0.2591  0.000
H  -0.9693  7.8246  0.3314  0.000
H  -3.3635  8.5933  3.1098  0.000
H  -3.5302  9.1316  1.4626  0.000
H  -1.9667  9.2622  2.0953  0.000
H  -1.3154  4.7955  -1.9048  0.000
H  -2.3020  6.0133  -2.0334  0.000
C  -1.9422  1.4951  -4.1841  0.000
C  -2.0183  2.6714  -3.1947  0.000
C  -3.1425  2.3697  -2.0953  0.000
O  -4.3575  1.7178  -2.4915  0.000
C  -5.2085  2.4443  -3.3234  0.000
N  -0.7342  3.0392  -2.5977  0.000
H  -1.1618  1.6645  -4.9260  0.000
H  -2.8749  1.2784  -4.7049  0.000
H  -1.6389  0.5447  -3.7448  0.000
H  -2.3643  3.5070  -3.8031  0.000
H  -3.3469  3.2620  -1.5036  0.000
H  -2.6957  1.6747  -1.3843  0.000
H  -4.7789  2.6415  -4.3055  0.000
H  -5.5320  3.4359  -3.0066  0.000
H  -6.1226  1.8734  -3.4864  0.000
H  -0.0908  3.2140  -3.3564  0.000
H  -0.3929  2.2366  -2.0884  0.000
C  3.8373  -1.6425  6.9699  0.016
C  3.2473  -2.0678  5.5914  0.010
C  1.8161  -1.4434  5.2882  0.130
O  1.0716  -1.8588  4.1297  0.052
C  1.1145  -3.3028  3.8968  0.004
N  4.1880  -1.5442  4.5717  0.733
H  3.9693  -0.5614  6.9275  -0.001
H  4.8351  -2.0663  7.0840  -0.003
H  3.2640  -1.9080  7.8581  -0.001
H  3.1865  -3.1558  5.6201  0.005
H  1.9022  -0.3575  5.3273  -0.003
H  1.2343  -1.6978  6.1742  0.038
H  0.3355  -3.6318  3.2090  -0.001
H  1.1829  -3.9626  4.7617  0.001
H  2.0493  -3.5389  3.3883  0.007
H  4.1122  -0.5396  4.6433  -0.002
H  3.7885  -1.7855  3.6760  0.000
C  -2.4484  -4.1533  0.8675  0.001
C  -1.9084  -5.5227  0.9846  0.000
C  -3.0009  -6.6429  0.9377  0.000
O  -2.3515  -7.9779  1.0098  0.000
C  -3.1803  -9.1080  1.2160  0.000
N  -1.0256  -5.7092  -0.1260  0.000
H  -3.2323  -4.1862  0.1108  0.000
H  -1.7865  -3.3731  0.4917  -0.001
H  -2.8937  -3.7065  1.7564  0.000
H  -1.3361  -5.6119  1.9079  0.000
H  -3.5537  -6.4548  0.0173  0.000
H  -3.6130  -6.3278  1.7828  0.000
H  -3.8126  -8.9912  2.0962  0.000
H  -2.5793  -9.9932  1.4243  0.000
H  -3.7956  -9.3964  0.3638  0.000
H  -0.5622  -6.6053  -0.0775  0.000
H  -1.5587  -5.7234  -0.9837  0.000
C  -5.6875  -1.9164  -3.2245  0.000
C  -4.2600  -1.9641  -2.5938  0.000
C  -3.0779  -1.6741  -3.6044  0.000
O  -2.9688  -2.8717  -4.4441  0.000
C  -1.8667  -2.8228  -5.3002  0.000
N  -4.2621  -0.9503  -1.5221  0.001
H  -6.4788  -1.8734  -2.4761  0.000
H  -5.8348  -2.7363  -3.9273  0.000
H  -5.6036  -1.0472  -3.8769  0.000
H  -4.2135  -2.9257  -2.0827  0.000
H  -2.1900  -1.3389  -3.0683  0.001
H  -3.4016  -0.8868  -4.2851  0.000
H  -2.0787  -2.0463  -6.0352  0.000
H  -1.5587  -3.6792  -5.9001  0.000
H  -0.9603  -2.5017  -4.7870  0.000
H  -3.3643  -0.6169  -1.2013  0.000
H  -4.7334  -0.1280  -1.8710  0.000
C  -4.0762  -0.9114  2.4607  0.000
C  -5.2201  -0.1029  1.9328  0.000
C  -4.9247  1.1877  1.2096  0.000
O  -4.1885  2.1155  1.9973  0.000
C  -3.4951  3.1074  1.3048  -0.001
N  -5.9848  -1.0629  1.1286  0.000
H  -3.4606  -0.1581  2.9522  0.000
H  -3.5462  -1.4419  1.6696  0.000
H  -4.4153  -1.7080  3.1229  0.000
H  -5.9208  0.1874  2.7156  0.000
H  -5.8861  1.6532  0.9924  0.000
H  -4.3154  0.9178  0.3470  0.000
H  -4.0546  3.7301  0.6068  0.000
H  -2.7284  2.6206  0.7020  0.001
H  -3.0441  3.7541  2.0575  0.000
H  -5.3769  -1.1395  0.3256  0.000
H  -6.7304  -0.5216  0.7148  0.000

The expectation value of S² is 0.755. The largest force on an atom is 0.0860 hartree/bohr. For the frontier orbital gap (alpha / beta), the calculation gives 8.0 / 2.2 eV. The spin multiplicity is 2. Its total charge is +1. The value obtained for the HOMO energy (alpha / beta) is -0.3723 / -0.3723 Eh.



Record 5
The following is a DFT calculation (ωB97M-V with the def2-TZVPD basis set) of a cluster of 7 separate species, C12H38O13 in total.

Each line ends with the natural charge from an NBO analysis.
Element x y z (Å)
O  -4.0440  21.7280  4.2580  -0.717
C  -3.4220  22.3110  5.3400  -0.087
C  -2.9960  21.3400  6.4920  -0.076
O  -2.2790  22.0650  7.4010  -0.716
H  -3.2940  21.2630  3.8680  0.472
H  -2.5900  22.9490  5.1040  0.165
H  -4.1840  22.9560  5.7970  0.174
H  -2.3230  20.5720  6.1150  0.158
H  -3.8480  20.9580  6.9400  0.169
H  -2.8280  22.6870  7.8980  0.468
O  -10.0090  20.5450  3.0760  -0.781
C  -9.0340  20.3130  1.9740  -0.079
C  -9.8130  19.4990  0.8780  -0.094
O  -10.8750  20.3470  0.4020  -0.732
H  -10.8830  20.1060  2.9130  0.489
H  -8.7060  21.1740  1.5250  0.177
H  -8.2060  19.7370  2.4530  0.182
H  -10.1710  18.5780  1.4210  0.179
H  -9.1940  19.2790  0.0440  0.182
H  -10.5260  21.0800  -0.1160  0.479
O  -7.4220  19.8840  -1.8080  -0.723
C  -6.6890  20.3360  -0.6960  -0.083
C  -7.0890  21.8610  -0.4720  -0.089
O  -6.1270  22.4410  0.4500  -0.730
H  -7.4810  18.9690  -1.8500  0.470
H  -6.9380  19.8430  0.2730  0.149
H  -5.5660  20.2040  -0.8000  0.177
H  -8.0590  22.0400  -0.1450  0.161
H  -7.0280  22.5080  -1.3480  0.185
H  -6.4830  22.2320  1.3350  0.483
O  -9.1100  22.4980  4.9350  -0.744
C  -10.0560  23.4540  5.3980  -0.070
C  -11.2480  22.7020  6.0830  -0.089
O  -10.7370  21.8940  7.1140  -0.715
H  -9.7070  21.9070  4.4870  0.495
H  -9.6960  24.0210  6.1120  0.170
H  -10.5210  24.0600  4.6250  0.170
H  -11.7580  22.0690  5.3660  0.151
H  -11.9220  23.3860  6.5630  0.165
H  -11.5220  21.4150  7.3760  0.464
O  -9.1960  23.8580  1.8000  -0.745
C  -8.2500  24.8480  1.2730  -0.101
C  -7.4830  25.6490  2.3510  -0.082
O  -6.5760  24.8430  2.9800  -0.715
H  -8.7420  23.2900  2.3990  0.465
H  -7.6220  24.3500  0.5600  0.190
H  -8.8510  25.6070  0.7310  0.173
H  -8.0640  26.1790  3.0710  0.161
H  -6.8850  26.3650  1.7590  0.170
H  -7.0380  24.0370  3.1680  0.476
O  -6.2370  21.6110  6.6040  -0.720
C  -6.9170  20.4120  6.7560  -0.101
C  -6.5120  19.5990  7.9800  -0.102
O  -7.2490  18.3620  7.9820  -0.701
H  -6.5760  22.2150  7.1640  0.466
H  -7.9950  20.7380  6.8180  0.198
H  -6.7840  19.8430  5.8000  0.161
H  -6.6450  20.1180  8.9400  0.178
H  -5.4240  19.5660  8.0650  0.161
H  -7.1060  17.9920  7.1020  0.461
O  -6.7430  21.9990  3.5590  -1.004
H  -7.3620  21.6380  4.2110  0.499
H  -5.8630  21.7830  3.8100  0.506

The largest force on an atom is 0.1018 hartree/bohr. For the frontier orbital gap, the calculation gives 10.1 eV. The value obtained for the energy above the lowest of the compared OMol25 structures with the same formula, charge and spin is 2.094 eV. The value obtained for the HOMO energy is -0.3542 Eh.



Record 6
The following is a DFT calculation (ωB97M-V with the def2-TZVPD basis set) of a cluster of 3 separate species, CH7NO3 in total.

Each line ends with the natural charge from an NBO analysis.
Element x y z (Å)
C  -1.5723  -0.6585  -0.2750  -0.129
O  -0.9324  -1.4787  0.5880  -0.687
H  0.0870  -1.3228  0.4386  0.499
H  -1.3905  -0.8614  -1.3387  0.162
H  -2.6316  -0.5481  -0.0394  0.184
H  -1.0141  0.4992  -0.1849  0.259
N  -0.0964  1.5420  0.0043  -0.817
O  1.2762  -0.4118  -0.1993  -0.242
O  2.2838  -0.0751  0.7070  -0.386
H  2.9482  0.3599  0.1495  0.467
H  0.6200  1.5715  -0.7191  0.344
H  0.4223  1.3837  0.8691  0.348

The largest force on an atom is 0.0436 hartree/bohr. For the frontier orbital gap (alpha / beta), the calculation gives 8.3 / 6.6 eV. The value obtained for the energy above the lowest of the compared OMol25 structures with the same formula, charge and spin is 8.098 eV. The value obtained for the HOMO energy (alpha / beta) is -0.3460 / -0.3121 Eh.